# 1
Density functional theory data (the ωB97M-V functional and the def2-TZVPD basis) for C11H23ClEuNO6P2 as an isolated structure in a non-equilibrium geometry.

Structure (ORCA input):
```
! RIJCOSX wB97M-V def2-TZVPD def2/J DEFGRID3
* xyz 1 8
Eu -0.6090 -0.5825 -0.9495
P -1.6863 -0.4024 1.7211
C -2.0735 1.3669 2.0358
C -0.8965 2.2439 1.7006
N -0.0032 1.8826 0.7536
C 1.1104 2.6395 0.6485
C 1.2598 3.8507 1.3272
C 0.2754 4.2900 2.1979
C -0.8054 3.4466 2.4025
C 2.2593 2.2326 -0.2211
P 1.7341 0.9771 -1.4496
H -1.6063 3.6938 3.0866
H 2.1508 4.4358 1.1426
H 0.3412 5.2623 2.6928
H 2.6157 3.1300 -0.7545
H 3.0873 1.8212 0.3880
H -2.9226 1.6488 1.3747
H -2.3242 1.4900 3.1059
H -3.1851 1.4823 -3.4820
O -3.4519 1.9966 -2.6883
H -4.0842 2.6670 -3.0721
H -0.2392 -0.3439 -4.9186
O -0.7911 0.2958 -5.4163
H -0.6526 0.0376 -6.3521
C 1.3872 2.1114 -2.8404
H 2.2907 2.7003 -3.0775
H 1.0689 1.5191 -3.7066
H 0.5617 2.7864 -2.5853
C 3.3429 0.2990 -1.9822
H 3.1333 -0.4189 -2.7910
H 4.0192 1.0950 -2.3521
H 3.8223 -0.2525 -1.1596
C -1.1212 -0.9545 3.3646
H -1.9128 -0.8013 4.1243
H -0.8683 -2.0273 3.2884
H -0.2077 -0.4203 3.6718
C -3.3478 -1.1525 1.6999
H -3.2098 -2.2351 1.5526
H -3.8597 -0.9572 2.6622
H -3.9381 -0.7665 0.8574
O 1.1042 -3.8512 1.6535
Cl 0.6985 -3.6821 0.2869
O 1.6467 -4.1808 -0.6717
O -0.6308 -4.2326 0.0535
O 0.6075 -2.1835 0.0627
*
```

The HOMO energy (spin up / spin down) is -11.918 / -12.509 eV. Its relative energy (zero: lowest compared OMol25 entry of this formula, charge and spin) is 182.72 kJ/mol. The HOMO-LUMO gap (spin up / spin down) is 8.323 / 8.964 eV. The LUMO energy (spin up / spin down) is -3.59 / -3.55 eV.


# 2
Density functional theory data (the ωB97M-V functional and the def2-TZVPD basis) for C29H42N3O9P2SeV as an isolated structure in a non-equilibrium geometry.

Structure (ORCA input):
```
! RIJCOSX wB97M-V def2-TZVPD def2/J DEFGRID3
* xyz 0 3
V -1.1701 0.9778 0.5200
C -1.6762 -1.9635 3.3926
O -2.5599 -2.7265 2.5946
C -3.3023 -2.1358 1.6166
C -4.2884 -2.9472 1.0833
C -5.0891 -2.5274 0.0255
C -4.8955 -1.2832 -0.5179
C -3.8895 -0.4325 -0.0324
C -3.7591 0.8807 -0.5569
N -2.7294 1.6229 -0.2695
N -2.7731 2.9444 -0.4727
C -1.8778 3.5039 0.3146
O -1.1777 2.7890 1.1138
C -1.7359 4.9684 0.2991
C -2.7303 5.7889 -0.2325
C -2.5650 7.1611 -0.2224
C -1.4136 7.7251 0.3049
C -0.4175 6.9106 0.8173
C -0.5751 5.5377 0.8207
C -3.0742 -0.8271 1.0856
O -2.1951 -0.0314 1.5775
H -1.2595 -2.6798 4.0994
H -2.2185 -1.1809 3.9312
H -0.8739 -1.5109 2.8063
H -4.4111 -3.9264 1.5229
H -5.8412 -3.1952 -0.3648
H -5.4980 -0.9344 -1.3422
H -4.5790 1.3079 -1.1339
H -3.6287 5.3387 -0.6282
H -3.3374 7.8032 -0.6204
H -1.3003 8.7999 0.3235
H 0.4794 7.3604 1.2153
H 0.1855 4.8849 1.2260
C 0.4234 -4.9250 -0.5385
C -0.3158 -3.6249 -0.8218
C -1.4394 -3.8281 -1.8250
O 0.6420 -2.6774 -1.3342
P 0.2525 -1.1149 -1.3274
O -0.9435 -0.8944 -0.5087
C 1.8572 -0.4252 -0.7752
P 1.7530 -0.2840 1.0522
O 0.4436 -0.0578 1.6651
O 2.3264 -1.6511 1.5961
C 3.7128 -2.0244 1.5460
C 3.8298 -3.3310 0.7675
C 4.1865 -2.1443 2.9891
O 2.8545 0.8006 1.4473
C 2.4362 2.1793 1.6126
C 3.6924 3.0191 1.4294
C 1.7883 2.3679 2.9772
O -0.0702 -0.6483 -2.7999
C 0.5818 -0.9128 -4.0485
C -0.0418 -2.1443 -4.6904
C 2.0838 -1.0614 -3.8949
H -0.3033 -5.6948 -0.2922
H 1.1128 -4.8122 0.2932
H 0.9843 -5.2362 -1.4176
H -0.7340 -3.2149 0.1039
H -1.0542 -4.2754 -2.7383
H -1.8889 -2.8661 -2.0586
H -2.1953 -4.4783 -1.3949
H 2.0700 0.5355 -1.2376
H 2.6499 -1.1331 -1.0112
H 4.2815 -1.2324 1.0446
H 3.2994 -4.1192 1.2956
H 4.8733 -3.6199 0.6623
H 3.3866 -3.2306 -0.2223
H 3.5764 -2.8689 3.5223
H 4.0712 -1.1795 3.4770
H 5.2270 -2.4536 3.0340
H 1.6984 2.4182 0.8344
H 4.4326 2.7509 2.1799
H 3.4557 4.0753 1.5206
H 4.1186 2.8405 0.4457
H 2.4383 1.9748 3.7562
H 0.8333 1.8445 3.0060
H 1.6053 3.4250 3.1534
H 0.3602 -0.0281 -4.6574
H 0.2723 -3.0395 -4.1591
H 0.2593 -2.2159 -5.7322
H -1.1244 -2.0663 -4.6484
H 2.2956 -1.8759 -3.2053
H 2.5227 -0.1364 -3.5301
H 2.5325 -1.2874 -4.8581
Se 0.8632 2.8552 -3.2814
C 0.2470 2.1337 -1.8497
N -0.0472 1.5936 -0.8464
*
```

The HOMO energy (spin up / spin down) is -7.247 / -7.623 eV. Its relative energy (zero: lowest compared OMol25 entry of this formula, charge and spin) is 176.23 kJ/mol. The HOMO-LUMO gap (spin up / spin down) is 7.393 / 7.758 eV. The LUMO energy (spin up / spin down) is 0.15 / 0.13 eV.


# 3
Density functional theory data (the ωB97M-V functional and the def2-TZVPD basis) for C8H8As2N5O6S8Tc as an isolated structure in a non-equilibrium geometry.

Structure (ORCA input):
```
! RIJCOSX wB97M-V def2-TZVPD def2/J DEFGRID3
* xyz 0 1
Tc 0.6989 0.2881 -0.6502
S -2.6821 -3.2025 1.0893
C -1.4922 -2.2277 0.3793
S -0.4589 -3.2025 1.2993
S -1.5459 -0.9980 -0.7087
O 1.8121 -1.1894 3.4829
As 2.1749 -0.0493 2.2225
O 2.2856 1.4386 2.8505
O 0.7697 -0.0789 1.1316
C 3.7705 -0.6119 1.3126
C 4.8907 0.1172 1.6798
C 6.1101 -0.1571 1.0749
C 6.2065 -1.1367 0.0998
C 5.0811 -1.8488 -0.2953
C 3.8667 -1.5855 0.3129
S 2.4410 -2.4737 -0.2379
O 1.6797 -2.6205 1.0166
O 2.8495 -3.6770 -0.8858
O 1.6909 -1.5665 -1.1581
H 1.5154 -0.6647 4.2420
H 4.7897 0.9092 2.4106
H 6.9851 0.4135 1.3570
H 7.1622 -1.3469 -0.3627
H 5.1242 -2.6049 -1.0686
S 2.1247 4.7919 0.5152
As 1.6114 3.4970 -0.9950
S 2.6131 1.4297 -0.8309
S -0.3156 2.2734 -0.7064
S 1.7531 4.2525 -2.9411
N 1.5952 2.0002 -5.5593
N 0.9497 1.2115 -4.6442
N -0.1028 0.4639 -4.9270
C -0.3456 -0.0906 -3.7480
N 0.5270 0.3329 -2.8278
N 1.3754 1.1505 -3.4375
H 0.9816 2.1983 -6.3350
H 1.9700 2.8099 -5.0672
H -1.1599 -0.7695 -3.5564
*
```

The HOMO energy (spin up / spin down) is -8.126 / -8.125 eV. Its relative energy (zero: lowest compared OMol25 entry of this formula, charge and spin) is 144.63 kJ/mol. The HOMO-LUMO gap (spin up / spin down) is 4.808 / 4.800 eV. The LUMO energy (spin up / spin down) is -3.32 / -3.33 eV.


# 4
Density functional theory data (the ωB97M-V functional and the def2-TZVPD basis) for Cl12HgMg2NO51 as an isolated structure in a non-equilibrium geometry.

Structure (ORCA input):
```
! RIJCOSX wB97M-V def2-TZVPD def2/J DEFGRID3
* xyz -7 1
Mg -2.3336 -3.9310 7.0104
Mg 3.6536 0.7571 -6.1537
Hg 1.9514 4.7034 -1.9971
Cl -6.9368 4.5070 -6.1544
O -6.4728 5.2191 -7.3513
O -6.6846 5.3638 -5.0716
O -8.3956 4.3644 -6.2211
O -6.2516 3.2336 -6.0468
Cl -4.6533 -2.4774 7.2504
O -3.3132 -2.3393 7.7885
O -5.2344 -1.3504 6.6922
O -4.5073 -3.5539 6.3024
O -5.4652 -3.0162 8.2730
Cl -3.6498 -6.7901 7.4343
O -4.9475 -6.8390 6.6750
O -2.9186 -8.0675 7.3709
O -2.6348 -5.8595 6.7780
O -3.8903 -6.3616 8.7714
Cl 9.3577 3.0044 1.2826
O 9.2235 3.8001 0.0945
O 10.4325 3.2774 2.1824
O 8.0924 3.0323 1.8869
O 9.5522 1.5487 0.8855
Cl -1.2503 -4.4176 4.3039
O -1.0929 -3.4746 5.4994
O -0.6204 -3.8670 3.1337
O -0.4183 -5.6057 4.7193
O -2.6543 -4.6367 4.1221
Cl 4.0902 6.9606 -3.1110
O 4.3261 8.2966 -2.8950
O 4.3291 6.5416 -4.5077
O 4.9031 6.1701 -2.2125
O 2.6635 6.6308 -2.7540
Cl -10.3090 -6.1185 1.8725
O -11.3014 -6.3509 2.8304
O -9.0132 -6.2856 2.4277
O -10.4090 -7.0034 0.6850
O -10.4459 -4.7634 1.4505
Cl 6.3915 1.0714 -5.6718
O 7.4007 1.9354 -5.1391
O 5.3949 1.7507 -6.5540
O 7.0905 -0.0270 -6.2880
O 5.5420 0.5864 -4.5599
Cl 0.1488 5.2373 0.8144
O -0.0517 4.3875 1.9516
O 0.3912 6.6417 1.2727
O 1.4125 4.7879 0.1932
O -0.8513 5.1622 -0.1624
Cl 0.8937 1.8932 -7.6652
O 0.1055 1.8694 -6.5104
O 1.3743 3.1658 -7.9612
O 2.1454 1.1603 -7.3599
O 0.2393 1.2831 -8.8090
Cl 3.8341 -2.0511 -6.8948
O 4.5880 -2.8286 -5.9976
O 4.5169 -0.7097 -7.0006
O 3.7587 -2.6570 -8.1649
O 2.5620 -1.7568 -6.2560
Cl -0.6004 -2.9675 9.6293
O 0.4299 -2.4212 8.7972
O -1.3168 -4.0101 8.8583
O 0.0668 -3.6837 10.6412
O -1.4622 -2.0162 10.2517
N 2.3222 2.4620 -3.6828
O 1.4064 2.6326 -2.7624
O 3.0461 3.4715 -4.0507
O 2.4496 1.3285 -4.1657
*
```

The HOMO energy is 1.292 eV. Its relative energy (zero: lowest compared OMol25 entry of this formula, charge and spin) is 0.00 kJ/mol. The HOMO-LUMO gap is 6.911 eV. The LUMO energy is 8.20 eV.


What is the relative energy (zero: lowest compared OMol25 entry of this formula, charge and spin) in the first record? 182.72 kJ/mol